15
Properties=species:S:1:pos:R:3:forces:R:3 method="wB97M-V/def2-TZVPD" relative_energy_kcal_mol=52.69 homo_ev=-9.830 smiles=C[C@@H]1[C@H](O)[C@@H]2O[C@H]12 orbital_gap_ev=10.856
C -1.15582 1.32929 0.32783 -0.0184 0.0171 -0.0252
C -0.51523 -0.02570 0.56153 -0.0793 0.0929 0.0271
C 1.05717 -0.14931 0.48220 -0.0076 -0.1986 0.2400
O 1.75517 0.91643 -0.08982 -0.0141 0.0224 -0.2015
C 0.85454 -1.33818 -0.46733 0.2854 -0.1576 0.0438
O 0.23207 -0.74304 -1.60999 -0.0405 0.0713 -0.1196
C -0.59132 -1.11989 -0.50110 -0.3177 -0.1139 0.1142
H -2.23063 1.23061 0.13756 0.1519 -0.0021 0.0336
H -0.70317 1.84712 -0.52262 -0.0798 -0.0993 0.0872
H -1.02557 1.96451 1.21056 -0.0038 -0.0614 -0.1584
H -0.84793 -0.45113 1.51663 0.0588 0.0491 -0.1267
H 1.52358 -0.37615 1.44335 -0.0769 -0.0277 -0.1344
H 1.46843 0.93205 -1.01749 0.1021 0.1308 0.1552
H 1.44677 -2.23428 -0.62554 -0.0784 0.1718 0.0041
H -1.39195 -1.82130 -0.71561 0.1182 0.1052 0.0607

***

15
Properties=species:S:1:pos:R:3:forces:R:3 method="wB97M-V/def2-TZVPD" relative_energy_kcal_mol=63.22 homo_ev=-8.745 smiles=O[C@H]1C[C@@]2(O)C[C@@H]12 orbital_gap_ev=9.618
O -1.48942 -1.60596 0.05882 -0.1403 0.0172 0.2978
C -0.14119 -1.24908 0.30277 0.2952 0.0056 0.0292
C 0.50119 -0.72431 -1.00843 0.0644 0.0193 -0.1589
C 0.51320 0.67502 -0.40325 0.0510 -0.0266 -0.1024
O 1.66232 1.46808 -0.42069 -0.0455 0.3953 -0.5896
C -0.77463 1.13362 0.18562 -0.0175 0.2289 -0.1788
C 0.08993 0.14876 0.93495 0.0990 -0.0337 0.0663
H -1.98419 -1.57710 0.88758 0.1380 -0.0562 -0.0634
H 0.38565 -2.08229 0.78247 0.0246 0.2358 -0.0755
H 1.52615 -1.09634 -1.09369 -0.1136 0.1028 -0.0319
H -0.04188 -0.91203 -1.94009 0.0461 0.0598 0.1153
H 1.41899 2.38248 -0.23032 0.0323 -0.1688 -0.2058
H -0.83484 2.13708 0.59658 0.1921 -0.0779 -0.1307
H -1.70897 0.77267 -0.24202 0.2344 0.0821 0.1485
H 0.87770 0.52939 1.58970 -0.8602 -0.7838 0.8799

***

15
Properties=species:S:1:pos:R:3:forces:R:3 method="wB97M-V/def2-TZVPD" relative_energy_kcal_mol=50.14 homo_ev=-9.859 smiles="CO[C@@H]1C=CCO1" orbital_gap_ev=10.866
C -1.85732 -0.59766 -0.31688 0.0169 -1.2790 -0.0641
O -1.45975 0.74736 -0.18478 0.9325 0.2821 -0.4968
C -0.05671 0.94130 -0.19875 0.8119 0.5024 0.1690
C 0.65006 -0.03888 -1.14026 0.5123 1.3221 -1.3819
C 1.34619 -0.89292 -0.42240 -0.5074 -0.2195 2.0244
C 1.23524 -0.58269 1.06872 -0.9430 2.1067 -2.5970
O 0.54700 0.67176 1.08210 -0.6075 0.3396 -0.4768
H -1.50237 -1.20955 0.55462 -0.2350 0.3951 -0.6853
H -1.50792 -1.12596 -1.27910 -0.5771 0.9845 1.3355
H -2.94771 -0.56521 -0.27762 0.1216 -0.1806 -0.1275
H 0.13287 2.03519 -0.42721 -0.4774 -1.2677 0.2917
H 0.66042 0.11077 -2.26842 -0.3833 -0.6004 1.6972
H 1.74783 -1.85217 -0.57973 0.9116 -0.7483 -1.2460
H 0.66836 -1.27583 1.58820 -1.1541 -1.7618 1.0303
H 2.14576 -0.44510 1.56806 1.5780 0.1248 0.5274

***

17
Properties=species:S:1:pos:R:3:forces:R:3 method="wB97M-V/def2-TZVPD" relative_energy_kcal_mol=0.00 homo_ev="-9.066 / -9.065" smiles="C=P[P@]1(=O)C=C[C@H](O)C1" orbital_gap_ev="8.847 / 8.847"
C 3.47879 -0.36376 0.54945 -1.5308 -1.6934 0.9006
P 2.08093 -1.25606 0.21018 0.3226 1.9682 -0.0640
P 0.77440 0.70972 -0.11339 -5.3028 -6.3629 2.6518
O 1.56978 1.81304 -0.46828 2.9710 4.6107 -1.0442
C -0.68466 0.79605 1.40578 3.7066 0.9317 -1.2798
C -1.81196 0.35284 0.92720 -0.8882 -0.3814 -0.1467
C -1.79942 -0.35463 -0.39072 -0.0017 0.7640 -1.8405
O -1.44068 -1.69846 -0.09766 -0.1687 0.1177 -0.4337
C -0.69293 0.35587 -1.23434 1.7056 -1.1992 -1.1559
H 4.32077 -0.83249 1.02122 0.5539 -0.7069 -0.4204
H 3.50133 0.66004 0.77548 -0.2156 1.5842 -0.4561
H -0.34288 1.28012 2.32749 -0.7938 -0.3375 -0.2359
H -2.77192 0.32451 1.39302 -0.3687 0.2001 0.8246
H -2.81700 -0.32334 -0.95830 1.5772 0.0572 1.1033
H -1.43118 -2.10775 -0.96442 0.1101 -0.6440 -0.0815
H -0.32180 -0.13090 -2.25532 -1.0986 0.8285 2.1737
H -0.92454 1.39869 -1.40086 -0.5782 0.2630 -0.4953

***

16
Properties=species:S:1:pos:R:3:forces:R:3 method="wB97M-V/def2-TZVPD" multiplicity=4 homo_ev="-16.157 / -16.159" charge=+2 s_squared=3.7522 orbital_gap_ev="6.919 / 6.999"
O 0.12608 0.02083 0.36398 0.3570 -1.5537 1.2743
C -0.91660 -0.43000 -0.22779 0.0444 -0.1056 0.4188
Pr -3.59928 -0.99209 0.57118 0.6526 0.0997 -0.3790
O -0.75762 -0.59279 -1.51072 -1.3901 -0.2193 0.4247
C 0.43997 -0.35784 -2.19442 1.3686 -0.0646 -0.6604
C 0.78004 -1.18043 -3.17466 -0.3059 0.4100 0.0930
H 1.67721 -0.96683 -3.75313 -0.2003 -0.1495 0.2174
H 1.02346 0.49393 -1.85326 -0.2759 -0.1829 -0.0839
H 0.15276 -2.02464 -3.46090 0.2226 0.2009 0.0773
H -0.19596 1.80866 1.07354 0.3194 0.5395 3.4773
C 0.24303 0.03182 1.96175 -0.2872 0.2710 -1.9785
H -0.56730 -0.59915 2.34354 0.4867 -0.2309 -0.1539
H 1.26700 -0.31599 2.12475 -0.5357 -0.3890 -0.0749
C 0.05212 1.48664 2.22182 -0.1363 0.9791 -2.0010
H -0.72485 1.68050 2.97242 0.1346 0.2333 -0.4752
H 0.99995 1.93738 2.54189 -0.4546 0.1619 -0.1760

***

16
Properties=species:S:1:pos:R:3:forces:R:3 method="wB97M-V/def2-TZVPD" relative_energy_kcal_mol=65.78 homo_ev=-8.126 orbital_gap_ev=8.786
C 1.11540 -2.24720 1.16552 -1.2149 2.0767 0.4366
C 0.48252 -1.08359 1.38217 -0.9830 -2.0038 -1.2042
C -0.79274 -0.78084 0.59811 4.8421 4.1909 -1.4724
C -0.36446 1.96521 0.06566 -1.4656 0.2067 -0.5208
C -0.43967 0.69019 -0.67640 1.1320 -4.1086 1.6650
O -1.84182 -1.23987 0.48302 -2.3769 -1.7250 0.2842
O -1.45703 0.55053 -1.54259 -1.8312 1.8083 -0.1631
S 1.13410 0.21234 -1.47483 -0.1040 0.1227 -0.3715
H 2.03693 -2.37502 1.63134 1.5757 -0.3937 0.4744
H 0.76442 -2.95979 0.49839 -0.7601 -1.4576 -0.8253
H 1.10710 -0.36885 1.85035 -0.3299 1.2379 0.6411
H -0.88079 1.88080 0.98237 -0.4872 -0.1782 1.3599
H -0.95521 2.70242 -0.45174 0.1632 0.6355 -0.5514
H 0.62647 2.26940 0.24666 1.0900 0.4712 0.0864
H -1.38030 -0.15383 -2.17179 0.4530 -0.7529 -0.1115
H 0.84506 0.93809 -2.58623 0.2966 -0.1300 0.2727

***

Let's list total energy in order: -345.72098 -345.70421 -345.72505 -1028.41549 -862.02327 -743.88257 hartree.